A) {"formula": "C4H5NOS", "method": "ωB97M-V/def2-TZVPD", "smiles": "C#CCN(O)C=S", "gap_ev": 8.355, "symbols": ["C", "C", "C", "N", "O", "C", "S", "H", "H", "H", "H", "H"], "positions_angstrom": [[2.75869, -0.43670, -0.35192], [1.50577, -0.39535, -0.02430], [0.40087, -0.02869, 0.72597], [-0.76167, -0.08328, -0.22116], [-1.17789, -1.43777, -0.26627], [-1.56720, 0.91945, -0.60497], [-0.76444, 2.42893, -0.54837], [3.70754, -0.17901, -1.00783], [0.67653, 0.87882, 1.38117], [0.04259, -0.90685, 1.34511], [-2.11183, -1.37314, 0.40033], [-2.70895, 0.61359, -0.82779]]}

B) {"formula": "C4H5NOS", "method": "ωB97M-V/def2-TZVPD", "smiles": "C1=NO[C@H]2C[C@H]2S1", "gap_ev": 10.097, "symbols": ["C", "N", "O", "C", "C", "C", "S", "H", "H", "H", "H", "H"], "positions_angstrom": [[-0.20170, -1.02264, -1.70998], [1.05297, -1.00619, -1.42841], [1.44948, -0.01686, -0.53626], [0.66256, -0.03283, 0.61881], [0.01671, 1.23857, 0.98631], [-0.83565, 0.09268, 0.53860], [-1.47605, -0.00651, -1.14820], [-0.48573, -1.80510, -2.45019], [1.14118, -0.62596, 1.45491], [0.00913, 1.51461, 2.01957], [0.06598, 2.11367, 0.34769], [-1.39888, -0.44345, 1.30716]]}

The winner here is B), beating the second structure by 0.1308 hartree.

A) {"formula": "C4H5NOS", "method": "ωB97M-V/def2-TZVPD", "smiles": "O=C1N[C@@H]2C[C@@H]2S1", "gap_ev": 9.749, "symbols": ["O", "C", "N", "C", "C", "C", "S", "H", "H", "H", "H", "H"], "positions_angstrom": [[-2.95447, -0.19086, 0.10335], [-1.80776, 0.07527, 0.09579], [-0.78169, -0.86032, -0.03036], [0.56439, -0.50294, -0.32569], [1.19354, 0.14722, 0.67043], [0.56594, 1.04960, -0.22786], [-1.00487, 1.79927, 0.03571], [-1.15942, -1.87372, -0.14848], [1.14741, -0.99070, -1.00306], [0.68827, 0.05544, 1.59241], [2.39286, -0.25390, 0.30575], [1.15578, 1.54564, -1.06800]]}

B) {"formula": "C4H5NOS", "method": "ωB97M-V/def2-TZVPD", "gap_ev": 8.692, "symbols": ["C", "C", "C", "C", "N", "O", "S", "H", "H", "H", "H", "H"], "positions_angstrom": [[1.51267, -1.37853, 0.17017], [2.15582, -0.30373, -0.12979], [-0.42818, 0.46817, 0.06209], [-1.71113, 1.16205, -0.10822], [-0.27013, -0.81315, 0.30395], [-1.20648, -1.55674, 0.64782], [1.18793, 1.18568, -0.27473], [1.54934, -2.48391, 0.34494], [3.10501, -0.32795, -0.58296], [-2.30276, 1.21337, 0.75733], [-1.44674, 2.18755, -0.28142], [-2.14535, 0.64719, -0.90917]]}

The winner here is A), beating the second structure by 0.0557 hartree.